(1)
288
Properties=species:S:1:pos:R:3:lowdin_charge:R:1 method="wB97M-V/def2-TZVPD" lumo_energy_ev=0.1 homo_lumo_gap_ev=9.136 energy_ev=-179392.5455 charge=0 multiplicity=1
O -3.788 -0.244 8.904 -0.177
O 2.362 2.483 3.738 -0.039
O -3.093 -2.978 -6.508 -0.043
O 4.621 5.806 -6.223 -0.231
O 3.269 0.637 0.890 -0.004
O -4.570 1.375 -3.442 -0.021
O 5.640 -7.005 -2.937 -0.198
O 1.311 -1.726 -6.243 -0.003
O 2.143 -3.556 1.664 0.002
O -1.180 -2.751 2.247 -0.054
O -4.859 -4.066 5.734 0.033
O -2.198 5.519 0.890 -0.036
O -6.251 3.767 -1.639 -0.227
O 3.459 7.495 2.886 -0.212
O 5.516 1.075 -3.278 -0.019
O -0.814 -0.300 4.862 -0.049
O -0.464 -7.407 3.960 0.060
O 1.885 1.866 -6.658 0.001
O 2.346 4.700 -0.717 -0.015
O -1.144 0.601 0.562 -0.221
O -5.860 -0.310 0.767 0.017
O -4.812 1.906 3.236 0.018
O -3.483 -4.557 -1.741 0.006
O 4.246 -3.863 7.795 -0.160
O -2.017 3.601 -4.540 -0.015
O -1.860 2.890 6.247 -0.057
O 1.086 -7.030 -2.758 -0.186
N -0.395 2.004 -6.990 0.150
N -3.904 -6.258 -3.344 0.135
N 3.780 1.345 -4.760 0.174
N -4.228 4.028 -4.336 0.192
N -3.544 0.983 4.931 0.206
N -0.947 -5.203 4.218 0.143
N 5.191 -4.429 -4.195 0.049
N 0.378 -2.241 4.666 0.172
N -3.818 -3.948 -3.880 0.153
N 4.142 1.926 -0.791 0.155
N -0.436 1.149 8.500 0.029
N 2.251 -4.407 4.776 0.048
N 2.997 -1.009 -7.701 0.129
N -9.820 4.730 -2.621 0.031
N -4.019 0.281 -0.370 0.171
N -3.069 0.448 -4.958 0.185
N -1.512 -1.426 -6.873 0.143
N -0.438 2.475 4.471 0.187
N -2.742 4.881 -2.850 0.193
N 1.447 -3.588 -3.649 0.050
N -1.122 4.617 4.957 0.169
N -4.053 4.351 1.490 0.149
N -5.024 -0.632 -4.531 0.171
N -2.080 3.200 0.934 0.198
N 3.440 -2.734 -6.345 0.140
N 0.646 3.126 -5.188 0.179
N 3.219 2.908 1.260 0.176
N 3.058 -2.186 0.168 0.145
N 3.015 0.727 5.141 0.185
N 0.640 5.177 2.182 0.063
N -1.906 -4.523 0.784 0.191
N 0.183 -5.821 2.373 0.136
N 0.080 4.706 -1.033 0.153
N 0.490 -0.967 6.605 0.171
N -3.017 -2.738 5.249 0.173
N 1.509 3.177 -2.145 0.177
N 3.386 4.510 -4.282 0.063
N -1.436 1.596 -2.230 0.090
N 2.107 -1.377 2.190 0.197
N -2.625 -2.397 0.485 0.189
N -3.933 -4.184 3.629 0.153
N 4.392 -0.796 -3.997 0.158
N -0.906 -3.341 -5.803 0.178
N -3.740 0.067 2.838 0.151
N 4.430 2.588 4.742 0.161
N -5.965 -0.329 -1.560 0.154
C 0.409 -8.126 -3.258 -0.129
C -0.155 0.404 -0.523 -0.144
C -2.662 4.406 1.174 -0.610
C -4.264 0.486 -4.254 -0.586
C -2.932 4.138 -3.957 -0.678
C -4.711 -0.816 8.051 -0.102
C 2.424 -1.841 -6.734 -0.597
C 0.020 -1.109 5.325 -0.635
C 5.571 -8.284 -2.358 -0.114
C 3.457 -4.233 5.555 -0.392
C -2.726 0.378 8.276 -0.244
C -2.254 1.915 10.103 -0.079
C -0.510 0.592 1.852 -0.117
C 4.503 5.342 -3.891 -0.413
C 0.812 2.333 -6.341 -0.589
C 2.417 -2.420 1.402 -0.668
C -8.699 3.751 -2.372 -0.437
C 6.818 -5.552 -5.515 -0.066
C 4.308 -3.104 4.823 -0.016
C -4.074 1.067 3.695 -0.681
C 5.421 -5.655 -4.974 -0.440
C 3.120 -3.816 6.987 -0.221
C 3.501 1.758 0.510 -0.541
C 0.929 -4.541 -1.421 -0.032
C 1.417 6.383 2.004 -0.445
C -1.675 0.786 9.299 -0.403
C 3.193 1.921 4.464 -0.536
C 4.652 -5.067 8.322 -0.137
C -1.871 -2.671 -6.481 -0.635
C -7.457 4.525 -1.835 -0.200
C -8.372 2.938 -3.589 -0.074
C 5.372 4.765 -2.709 -0.047
C -0.429 -6.290 3.523 -0.677
C -1.821 -3.229 1.258 -0.557
C 4.592 0.624 -3.962 -0.625
C -4.011 -3.671 4.948 -0.620
C -3.715 -4.918 -2.886 -0.591
C 5.008 -6.924 -4.209 -0.195
C 1.546 -4.728 -2.790 -0.459
C -5.339 -0.070 -0.325 -0.647
C 0.578 7.643 2.237 -0.049
C 0.045 -0.317 -2.862 -0.044
C 4.641 7.590 3.612 -0.135
C -0.904 0.275 -1.852 -0.403
C 4.441 7.200 -6.436 -0.116
C 5.446 5.447 -5.049 -0.169
C 1.386 4.217 -1.297 -0.626
C -6.266 2.829 -0.523 -0.060
C -1.174 3.282 5.273 -0.622
C 0.949 -5.890 -3.553 -0.223
C 2.576 6.363 3.018 -0.172
H -1.617 -5.629 4.840 0.096
H -3.477 0.431 -1.214 0.061
H 4.062 -5.137 5.704 0.130
H 5.693 -4.526 -3.317 0.082
H -4.800 -4.371 3.134 0.111
H -1.322 -4.398 3.679 0.046
H -0.496 -0.595 -3.759 0.060
H -3.132 -2.686 -0.312 0.059
H -2.341 1.903 -1.925 0.051
H -2.795 -0.270 -5.600 0.044
H -4.600 -1.244 -5.219 0.079
H 0.698 -8.243 -4.342 0.098
H -7.161 5.302 -2.569 0.127
H 3.772 -1.168 -4.650 0.005
H -2.385 1.190 -4.912 0.061
H -2.959 -2.584 6.267 0.102
H -4.401 3.252 -4.922 0.083
H -0.580 -1.123 -6.682 0.055
H -7.981 3.627 -4.346 0.084
H -5.248 2.438 -0.483 0.069
H -0.115 7.820 1.409 0.073
H -8.942 3.051 -1.516 0.134
H 3.426 -1.243 0.031 0.059
H -2.384 -2.361 4.572 0.041
H 6.939 -6.303 -6.325 0.087
H 5.356 7.621 -6.879 0.084
H 5.629 3.699 -2.785 0.060
H -1.406 -5.204 1.301 0.042
H -0.248 3.269 -4.747 0.028
H 5.247 -4.995 9.218 0.084
H 3.613 -2.279 4.777 0.048
H 0.282 2.867 3.882 0.056
H 2.415 2.776 -2.330 0.086
H 5.195 -2.866 5.403 0.071
H 2.075 6.275 3.999 0.127
H -1.799 5.184 -2.579 0.097
H -1.043 -4.337 -5.638 0.111
H -0.231 5.292 1.651 0.030
H -5.677 -1.017 -3.880 0.076
H 4.579 -8.764 -2.297 0.092
H -0.718 4.069 -1.253 0.063
H 4.690 -3.446 3.874 0.071
H 2.981 0.951 -5.268 0.066
H -3.537 5.147 -2.274 0.115
H 5.341 -7.755 -4.906 0.139
H -3.679 -4.113 -4.876 0.060
H 4.640 2.776 -1.006 0.053
H 1.532 -6.130 -4.452 0.118
H -7.766 5.039 -0.912 0.119
H 4.703 -5.715 -5.747 0.113
H 2.623 -4.857 -2.602 0.129
H 3.614 -2.909 -0.274 0.093
H -0.075 -4.119 -1.575 0.086
H -2.338 -0.276 7.462 0.119
H -1.741 -0.425 -1.706 0.121
H -3.814 -7.076 -2.757 0.092
H 0.184 -0.188 7.203 0.057
H 0.965 -5.522 -0.968 0.076
H -0.784 1.899 7.889 0.051
H -0.391 1.857 -7.997 0.106
H -3.483 1.758 5.578 0.079
H -4.391 5.252 1.857 0.111
H 5.967 4.527 -5.323 0.132
H 0.729 -9.026 -2.747 0.083
H -1.414 0.017 10.065 0.145
H -0.366 1.514 4.815 0.063
H 3.713 0.514 5.828 0.091
H -0.160 -2.526 3.817 0.065
H 0.257 1.319 2.105 0.077
H -6.517 3.354 0.362 0.076
H -1.307 0.565 2.605 0.052
H 0.304 -4.801 2.235 0.069
H 6.278 -8.916 -2.969 0.103
H 1.668 -5.185 5.055 0.082
H 3.912 -0.657 -7.373 0.107
H -4.814 4.201 -3.540 0.074
H 5.164 -1.324 -3.630 0.085
H -3.107 -0.683 3.086 0.066
H 4.390 -2.556 -6.714 0.116
H -3.396 -3.494 3.194 0.012
H -2.979 1.363 7.847 0.109
H 2.761 2.884 2.173 0.024
H 2.360 -0.479 1.791 0.043
H 6.988 -4.627 -6.056 0.068
H 1.463 3.301 -4.653 0.026
H 2.179 -2.863 -3.482 0.084
H -3.063 -1.640 1.013 0.071
H 0.347 1.477 9.096 0.095
H 4.264 -4.416 -3.842 0.017
H -3.798 -2.991 -3.615 0.068
H -5.613 0.379 -2.214 0.035
H 2.587 4.617 -3.691 0.043
H 2.315 -4.503 7.389 0.145
H -2.341 2.761 9.392 0.088
H -7.677 2.108 -3.468 0.063
H -9.278 2.455 -4.024 0.085
H 6.354 5.308 -2.695 0.087
H -10.005 5.313 -1.775 0.085
H 0.618 2.875 -2.525 0.063
H 1.124 4.493 1.592 0.050
H 3.860 -6.909 -4.092 0.137
H -3.698 0.836 0.437 0.084
H 0.930 -6.299 1.919 0.099
H 1.203 8.525 2.411 0.075
H -4.406 3.506 1.938 0.047
H -2.794 -4.810 0.408 0.083
H 7.635 -5.626 -4.787 0.088
H 6.247 6.209 -4.917 0.134
H 4.201 6.362 -3.582 0.141
H 0.013 -3.006 -6.090 0.053
H 3.801 2.373 -4.745 0.074
H -4.399 -6.408 -4.218 0.090
H -6.975 2.016 -0.769 0.083
H -0.015 -5.510 -3.852 0.112
H 4.653 3.442 4.245 0.098
H -1.118 2.617 -6.636 0.067
H 3.110 4.863 -5.174 0.068
H 0.541 -1.217 -2.474 0.070
H -6.957 -0.298 -1.563 0.088
H 0.441 -0.513 -0.373 0.117
H -0.105 -0.399 1.992 0.047
H -2.509 2.356 1.290 0.071
H -1.877 5.118 5.370 0.094
H -0.027 7.571 3.164 0.085
H 5.276 6.693 3.398 0.085
H 2.214 0.079 5.044 0.087
H -1.114 3.178 0.604 0.084
H -1.962 -1.108 -7.723 0.123
H 3.195 5.407 2.950 0.119
H 1.621 -1.562 3.035 0.050
H 4.263 7.806 -5.519 0.089
H 1.777 6.423 0.963 0.120
H -2.930 0.190 5.116 0.064
H 4.428 7.518 4.696 0.082
H 4.602 1.119 -1.215 0.073
H 3.404 -3.346 -5.537 0.052
H 0.790 0.442 -3.189 0.084
H 5.973 -8.165 -1.369 0.079
H -4.552 -0.220 2.265 0.076
H 2.431 -0.160 -7.907 0.094
H 2.443 -4.569 3.833 0.037
H 5.035 2.080 5.310 0.058
H -1.703 2.259 11.010 0.085
H 2.732 -2.789 6.947 0.105
H 0.546 -3.132 -3.681 0.046
H -0.552 4.858 4.164 0.050
H -4.307 -1.669 7.474 0.064
H 0.992 -2.957 5.012 0.043
H -5.558 -1.240 8.586 0.093
H 5.301 -5.677 7.704 0.082
H -4.964 0.013 7.347 0.100
H 3.261 3.782 0.726 0.064
H -3.241 1.672 10.509 0.082
H -1.520 1.736 -3.205 0.009
H 4.925 5.023 -1.750 0.055
H 5.100 8.598 3.393 0.106
H -0.187 5.570 -0.546 0.094
H 3.567 7.284 -7.097 0.091
H -0.715 -8.073 -3.199 0.096
H 0.635 1.146 -0.528 0.105
H 1.534 -3.838 -0.858 0.043
H -10.644 4.323 -3.011 0.050
H 0.855 -1.772 7.073 0.078
H 3.861 -5.735 8.615 0.085

***

(2)
20
Properties=species:S:1:pos:R:3:nbo_charge:R:1 method="wB97M-V/def2-TZVPD" lumo_energy_ev=-3.3 homo_lumo_gap_ev=9.736 energy_ev=-19177.0644 charge=+1 multiplicity=1
S 0.652 -2.856 1.140 -0.016
O 1.213 2.216 -1.286 -0.961
N 0.811 -0.406 -0.947 -0.768
N -0.979 1.619 0.403 -0.856
C -0.654 -2.064 0.082 -0.555
C -0.546 0.346 0.896 -0.269
C -0.517 -0.595 -0.222 -0.081
H -0.798 -2.696 -0.818 0.249
H -1.580 -2.140 0.784 0.263
H 0.037 -2.572 2.253 0.134
H 1.360 2.979 -0.609 0.509
H -0.169 2.242 0.200 0.370
H 1.437 2.753 -2.045 0.512
H -1.244 0.045 1.756 0.234
H 0.438 0.320 1.430 0.193
H -1.122 -0.173 -1.055 0.248
H 1.602 -0.314 -0.172 0.438
H 1.073 -1.285 -1.470 0.454
H -1.712 1.920 1.024 0.398
H 0.697 0.660 -1.343 0.505

***

(3)
15
Properties=species:S:1:pos:R:3:nbo_charge:R:1 method="wB97M-V/def2-TZVPD" lumo_energy_ev=-10.5 homo_lumo_gap_ev=9.169 energy_ev=-9178.0702 charge=+2 multiplicity=1
N -0.938 -0.032 -0.590 0.039
N 2.421 1.310 -0.469 -0.737
N 2.111 -0.914 0.532 -0.764
N -2.005 0.295 -0.183 0.165
C -3.153 -0.319 0.348 -0.459
C 0.107 -0.017 -1.270 0.078
C 1.823 0.178 -0.148 0.627
H 1.503 -1.711 0.866 0.479
H -2.971 -0.192 1.398 0.305
H 2.920 -1.110 1.133 0.467
H 0.400 -0.033 -2.258 0.284
H -3.206 -1.316 0.173 0.254
H -3.948 0.364 0.131 0.304
H 3.366 1.399 -0.088 0.461
H 2.069 1.964 -1.283 0.497

***

(4)
15
Properties=species:S:1:pos:R:3:nbo_charge:R:1 method="wB97M-V/def2-TZVPD" lumo_energy_ev=0.5 homo_lumo_gap_ev=9.142 energy_ev=-10775.8674 charge=0 multiplicity=1
O 0.992 -1.238 -0.675 -0.423
N 2.078 -0.627 -0.126 -0.185
N -1.152 0.806 0.017 -0.606
N 1.127 1.617 -0.274 -0.549
C 1.962 0.649 0.159 0.201
C -0.154 1.662 -0.276 0.344
C -0.064 -1.453 0.210 -0.090
C -1.226 -0.614 -0.179 -0.246
H -0.401 -2.574 -0.001 0.192
H 0.229 -1.316 1.283 0.199
H -1.590 -0.843 -1.204 0.200
H -2.034 1.218 0.259 0.402
H -2.058 -0.947 0.441 0.204
H 2.794 0.919 0.856 0.189
H -0.503 2.742 -0.490 0.168